The following is a DFT calculation (ωB97M-V/def2-TZVPD) of C46H26N8O4SSr as an isolated structure.

Last column: Mulliken charge in e.
Atoms and positions in Å:
C1 -3.152 0.499 6.010  -0.532
C2 -1.854 3.057 -1.510  0.077
H1 0.520 0.062 -9.224  0.356
H2 -3.512 1.216 6.738  0.375
C3 5.268 5.154 -0.200  -0.541
C4 -1.019 -3.226 1.037  0.339
C5 0.680 -0.356 -7.126  -0.326
C6 5.192 3.775 -0.088  -0.161
N1 4.279 0.771 0.102  -0.532
H3 5.702 -4.240 3.552  0.383
C7 -4.067 2.114 -1.220  -0.125
C8 6.241 -2.365 2.649  -0.547
C9 -1.946 -1.225 -7.291  -0.490
N2 0.576 3.314 -1.436  -0.567
C10 -1.808 0.808 -1.052  -0.720
C11 -2.693 1.969 -1.267  0.286
H4 -4.561 -2.956 6.560  0.298
N3 1.397 -2.900 0.911  -0.526
N4 2.287 1.702 -0.891  0.016
C12 4.116 -3.484 2.324  -0.195
C13 -4.594 3.381 -1.446  -0.584
C14 -0.476 2.540 -1.424  -0.429
O1 1.650 -0.011 -4.445  -0.883
C15 5.379 -3.441 2.896  -0.581
H5 -2.683 -5.495 2.877  0.378
C16 0.046 -0.851 -5.992  0.218
H6 -2.977 -1.552 -7.352  0.368
C17 2.904 3.901 -0.894  0.404
C18 2.979 5.284 -0.989  -0.101
N5 -0.186 -1.484 -0.229  0.020
C19 0.015 -0.315 -8.343  -0.454
S1 -0.584 0.391 2.916  -0.314
H7 -1.845 1.877 5.034  0.379
H8 -3.560 -2.749 5.093  0.115
C20 -1.304 -0.745 -8.426  -0.376
H9 -4.589 -4.157 2.090  0.398
C21 0.193 -2.543 0.536  -0.669
C22 3.742 -2.445 1.486  0.408
H10 6.510 -0.469 1.653  0.508
H11 6.184 5.666 0.069  0.366
C23 -2.265 -1.371 4.172  -0.574
O2 0.463 -1.806 -3.868  -0.810
N6 2.651 -1.015 0.072  0.010
C24 3.862 -0.446 0.379  -0.709
C25 -3.393 -2.782 0.958  0.140
C26 4.603 -1.368 1.239  0.389
O3 -5.129 -0.348 7.904  -0.647
C27 4.170 5.903 -0.647  -0.601
N7 -0.537 1.185 -1.219  0.334
C28 -2.505 -4.648 2.225  -0.634
N8 -2.282 -0.370 -0.646  -0.465
C29 -2.100 -2.473 0.588  0.754
H12 -0.349 -4.870 2.238  0.518
H13 -4.194 5.449 -1.853  0.371
H14 3.429 -4.296 2.525  0.508
C30 2.506 -2.152 0.755  -0.621
C31 1.834 2.940 -1.134  -0.776
C32 0.786 -0.895 -4.670  0.693
C33 3.563 1.761 -0.427  -0.602
C34 -4.637 -1.129 7.119  0.647
H15 -1.745 -1.686 -5.195  0.444
H16 -1.831 -0.701 -9.372  0.349
C35 -1.201 -4.314 1.867  0.069
C36 -2.376 4.321 -1.715  -0.124
O4 -5.047 -2.439 7.210  -0.509
C37 -3.757 4.471 -1.691  -0.564
C38 -3.665 -0.809 6.078  0.825
C39 4.004 3.149 -0.446  0.255
C40 -2.227 0.865 5.066  -0.470
C41 -1.267 -1.290 -6.082  -0.377
Sr1 1.263 -0.346 -1.861  2.829
C42 -1.732 -0.056 4.095  -0.082
C43 -3.587 -3.891 1.777  -0.768
H17 -4.218 -2.161 0.636  0.519
H18 -1.922 -2.102 3.452  0.269
C44 -1.523 -1.352 -0.186  -1.219
H19 6.029 3.191 0.273  0.506
H20 7.218 -2.351 3.118  0.374
H21 -4.699 1.263 -1.004  0.518
H22 1.695 0.009 -7.032  0.377
H23 -1.716 5.164 -1.883  0.518
C45 5.857 -1.315 1.829  -0.222
H24 -5.667 3.530 -1.419  0.404
C46 -3.192 -1.724 5.123  -0.768
H25 4.257 6.981 -0.717  0.369
H26 2.120 5.854 -1.321  0.513

As for the largest force on an atom: 0.95 eV/Å. The value obtained for the LUMO energy (spin up / spin down) is 3.23 / 3.23 eV. The total charge is -2. As for the spin multiplicity: 1. The total energy is -2936.820337 Ha. The value obtained for the gap between HOMO and LUMO (spin up / spin down) is 4.88 / 4.88 eV.